72
Properties=species:S:1:pos:R:3:lowdin_charge:R:1 method="wB97M-V/def2-TZVPD" smiles="COC(=O)Cl.COCCOC.COCCOC.COCCOC.COCCOC" multiplicity=1 homo_lumo_gap_ev=9.327 homo_energy_ev=-9.304 de_lowest_kj_mol=129.7
C 3.53 -6.39 -0.33 -0.10
O 2.36 -6.84 0.43 -0.18
C 1.12 -6.78 -0.35 -0.60
O 0.60 -7.95 -0.80 -0.04
Cl 0.26 -5.16 -0.65 0.61
H 4.42 -6.28 0.46 0.12
H 3.39 -5.34 -0.84 0.10
H 3.91 -7.13 -1.15 0.11
C -0.21 -0.07 -0.81 -0.11
O -0.27 -1.30 -0.09 -0.21
C 0.62 -1.30 1.03 -0.20
C -0.14 -1.08 2.34 -0.19
O -0.68 0.24 2.41 -0.19
C -2.08 0.28 2.13 -0.11
H -1.04 -0.07 -1.54 0.09
H -0.32 0.79 -0.16 0.08
H 0.73 -0.01 -1.36 0.09
H 1.41 -0.56 0.91 0.13
H 1.09 -2.29 1.06 0.11
H 0.55 -1.19 3.18 0.12
H -0.93 -1.83 2.47 0.13
H -2.63 -0.16 2.97 0.09
H -2.32 -0.26 1.21 0.08
H -2.38 1.32 2.01 0.09
C 2.77 -5.57 3.71 -0.11
O 4.15 -5.44 3.37 -0.21
C 4.69 -4.20 3.81 -0.19
C 5.54 -4.38 5.08 -0.19
O 4.72 -4.73 6.20 -0.20
C 4.81 -6.12 6.51 -0.11
H 2.47 -6.61 3.52 0.09
H 2.58 -5.35 4.76 0.08
H 2.17 -4.91 3.07 0.08
H 3.90 -3.45 3.97 0.12
H 5.34 -3.83 3.01 0.12
H 6.01 -3.42 5.33 0.12
H 6.33 -5.11 4.92 0.12
H 5.78 -6.34 6.95 0.09
H 4.65 -6.74 5.62 0.08
H 4.02 -6.36 7.24 0.09
C 1.58 3.12 -5.07 -0.11
O 0.40 3.87 -5.33 -0.19
C -0.78 3.06 -5.31 -0.19
C -1.56 3.24 -4.00 -0.20
O -0.83 2.70 -2.89 -0.21
C -0.21 3.72 -2.12 -0.10
H 2.40 3.82 -4.92 0.09
H 1.48 2.50 -4.18 0.08
H 1.81 2.49 -5.94 0.09
H -0.53 2.00 -5.48 0.13
H -1.41 3.39 -6.14 0.12
H -2.49 2.67 -4.07 0.12
H -1.81 4.29 -3.84 0.12
H -0.97 4.27 -1.55 0.08
H 0.36 4.41 -2.74 0.09
H 0.48 3.24 -1.41 0.09
C -5.99 6.25 -3.20 -0.11
O -6.20 5.15 -2.32 -0.19
C -5.06 4.29 -2.27 -0.19
C -4.25 4.51 -0.99 -0.19
O -3.62 5.79 -1.00 -0.20
C -4.30 6.73 -0.17 -0.11
H -6.81 6.97 -3.05 0.09
H -5.05 6.77 -3.00 0.08
H -6.02 5.91 -4.24 0.09
H -4.43 4.41 -3.16 0.11
H -5.44 3.26 -2.27 0.12
H -3.45 3.76 -0.95 0.11
H -4.87 4.38 -0.10 0.13
H -4.13 6.48 0.88 0.09
H -5.37 6.75 -0.38 0.08
H -3.89 7.72 -0.36 0.09